1.
57
Properties=species:S:1:pos:R:3:forces:R:3 method="wB97M-V/def2-TZVPD" total_energy_ev=-34010.2288 max_force_ev_per_a=0.56 e_lumo_ev=0.6711 smiles="CCN(CC)c1ccc(NC(=O)CN2CCN(c3ccc(F)cc3)CC2)cc1" e_above_lowest_kcal_mol=1.60 charge=0
C 3.435485 7.835712 -1.787666 0.15 -0.18 0.17
H 2.393730 7.539790 -1.880774 -0.12 0.01 -0.03
H 3.490298 8.748856 -1.200004 -0.02 0.15 0.03
H 3.824086 8.044021 -2.781109 0.01 0.04 -0.11
C 4.249981 6.728858 -1.111136 -0.15 0.20 0.01
N 4.132823 5.436607 -1.743074 0.33 0.18 0.02
C 3.100988 4.579475 -1.430225 -0.15 -0.22 0.10
C 3.050989 3.274656 -1.943796 0.08 0.22 0.02
C 2.047998 2.391490 -1.605414 -0.15 -0.14 0.03
C 1.036375 2.772988 -0.732304 0.26 0.16 -0.11
C 1.064326 4.064156 -0.217876 -0.02 -0.27 -0.08
C 2.065919 4.948544 -0.558917 0.06 0.10 -0.01
H 2.022835 5.938667 -0.136467 0.03 0.11 0.01
H 0.284046 4.388734 0.458285 -0.07 0.04 0.07
N -0.013632 1.924095 -0.342200 -0.20 0.26 0.23
C -0.239369 0.628489 -0.684314 -0.33 0.07 0.27
O 0.459955 -0.024781 -1.424366 0.12 -0.08 -0.17
C -1.507318 0.092920 -0.009847 -0.03 -0.34 -0.05
N -1.746061 -1.299585 -0.304970 0.03 0.24 -0.01
C -3.080921 -1.723144 0.074165 -0.16 -0.14 -0.12
C -3.287933 -3.165272 -0.398392 -0.18 0.22 0.14
N -2.313581 -4.062755 0.179302 -0.03 0.00 -0.56
C -2.537004 -4.666572 1.404338 -0.16 -0.32 0.43
C -3.677974 -4.415292 2.178008 0.15 0.11 -0.24
C -3.908442 -5.087667 3.363083 0.16 -0.33 0.28
C -2.992995 -6.023114 3.800574 -0.07 0.08 -0.07
C -1.858929 -6.307287 3.062394 -0.19 0.02 0.26
C -1.641722 -5.638648 1.876638 -0.03 0.16 -0.06
H -0.769265 -5.894228 1.296917 0.06 -0.03 -0.07
H -1.162333 -7.052226 3.413704 0.06 -0.08 0.04
F -3.210475 -6.675750 4.969085 0.02 0.04 -0.10
H -4.788902 -4.881298 3.951541 -0.08 0.00 0.07
H -4.402798 -3.679744 1.868965 -0.03 0.08 -0.05
C -0.983615 -3.614216 -0.182732 0.26 0.27 0.21
C -0.754070 -2.176584 0.290632 0.27 -0.24 -0.09
H 0.233087 -1.846239 -0.030005 -0.02 -0.03 0.08
H -0.804707 -2.146599 1.397230 0.00 0.00 -0.06
H -0.222734 -4.260030 0.248796 -0.02 0.00 -0.07
H -0.897639 -3.644315 -1.272250 0.09 -0.02 0.04
H -4.298426 -3.510782 -0.182752 0.02 0.00 -0.04
H -3.141437 -3.189198 -1.483009 -0.09 0.03 0.04
H -3.810845 -1.070238 -0.411461 -0.01 0.00 0.04
H -3.229827 -1.663341 1.169050 -0.03 0.02 -0.07
H -2.354414 0.671032 -0.394530 0.05 0.01 0.09
H -1.432098 0.282330 1.081069 -0.04 0.03 -0.12
H -0.675918 2.356805 0.287152 0.05 -0.21 -0.09
H 2.047157 1.397118 -2.018171 0.01 -0.03 -0.01
H 3.815600 2.921257 -2.614808 0.09 0.00 -0.09
C 4.981611 5.181933 -2.886554 -0.10 -0.12 -0.24
C 4.252614 5.294778 -4.227529 0.16 -0.04 0.20
H 3.417697 4.600358 -4.267103 -0.08 -0.05 -0.07
H 3.866234 6.300136 -4.371767 -0.04 0.09 -0.03
H 4.937235 5.065776 -5.040415 0.04 -0.04 -0.14
H 5.798457 5.906676 -2.860900 -0.02 -0.10 0.07
H 5.431008 4.187084 -2.796262 0.08 0.08 -0.02
H 3.951101 6.634750 -0.064148 0.09 0.02 -0.03
H 5.307907 7.010936 -1.116964 -0.09 -0.06 0.08


2.
11
Properties=species:S:1:pos:R:3:forces:R:3 method="wB97M-V/def2-TZVPD" total_energy_ev=-10586.4915 max_force_ev_per_a=3.08 e_lumo_ev=-5.8498 smiles=CO[n+]1nnn[nH]1 e_above_lowest_kcal_mol=75.94 charge=+1
C -1.351768 -1.220005 -0.519033 -0.38 -0.95 1.08
N 2.040811 1.075137 -0.655411 2.48 0.88 -1.60
N 1.982034 1.626218 0.464848 -0.53 1.54 2.51
N 1.060590 0.265047 -0.884638 -1.06 -1.69 0.15
N 0.878114 1.165367 1.082447 -0.29 -1.16 -1.19
N 0.408744 0.261108 0.200542 -0.60 1.84 0.71
O -0.722855 -0.253259 0.468869 -2.39 -1.62 0.03
H -1.640679 -0.737476 -1.445842 0.20 0.36 0.10
H -2.247890 -1.590552 0.056815 1.06 0.68 -0.61
H -0.666634 -2.065807 -0.670063 -0.07 0.48 0.00
H 0.259532 1.474223 1.901466 1.58 -0.35 -1.19